1.
Entry from OMol25: a cluster of 6 separate species, C51H56NO20 in total (wB97M-V/def2-TZVPD).

The geometry in XYZ format:
```
128
C51H56NO20 | OMol25 | wB97M-V/def2-TZVPD
O 0.28 1.26 -5.98
O -2.56 -1.01 -6.71
O 0.54 -7.98 6.13
O 1.82 -3.13 -6.69
O 4.33 -2.11 -6.48
O 5.93 -0.86 0.67
O -2.01 -7.17 5.63
O -10.17 -0.89 -4.06
O 2.80 2.29 -5.85
O -2.23 -0.38 -4.08
O 2.27 -3.62 5.84
O -0.29 -2.80 5.42
O 7.89 -5.00 1.71
O -5.29 0.95 -3.11
O -4.19 3.77 -5.10
O 8.19 -4.38 4.34
O -7.29 1.77 -1.46
O -8.15 -1.78 -5.66
O -4.59 3.12 -7.71
O 6.31 -0.20 3.29
N -2.50 3.02 -1.62
C 0.98 -0.96 -6.35
C -8.79 0.46 -2.71
C -1.56 4.08 -1.76
C 2.61 0.96 -6.04
C 6.66 -1.31 2.95
C 3.86 3.28 2.44
C -3.05 2.97 3.73
C 2.26 2.65 -1.19
C 2.12 0.00 3.52
C -2.15 2.58 2.45
C -9.05 -0.47 -3.81
C -1.26 1.30 2.80
C 2.58 2.63 3.18
C 3.64 0.12 -6.17
C -6.66 -0.45 -4.43
C 2.01 -1.80 -6.47
C 3.42 -1.31 -6.38
C 1.25 -4.52 5.81
C 7.51 -3.90 2.06
C -2.95 0.09 -6.36
C -1.00 -6.26 5.68
C -4.00 2.23 -6.86
C -1.75 1.84 -1.37
C -2.33 3.98 4.75
C -1.22 -4.96 5.50
C -1.93 -0.10 2.34
C -3.82 2.66 -5.45
C -6.40 0.50 -3.33
C 7.25 -2.27 3.89
C 0.07 -1.92 2.20
C -0.06 4.11 -1.63
C 1.48 -5.82 5.99
C -7.89 -0.90 -4.65
C -7.55 0.91 -2.48
C -3.59 1.03 -7.28
C -0.27 1.61 -1.25
C 6.50 -1.74 1.53
C -1.10 -1.27 3.07
C 2.65 3.63 0.06
C 7.64 -3.48 3.48
C -3.20 1.71 -4.51
C 0.90 -0.92 1.28
C 1.20 0.47 -6.11
C 3.00 1.28 3.97
C -2.80 0.51 -4.93
C 6.90 -2.95 1.12
C 0.71 2.80 -1.35
C 0.37 -6.78 5.95
C 2.25 -0.34 1.95
C 3.89 3.01 0.87
C -0.12 -4.00 5.57
H -3.71 0.71 -8.31
H -3.29 2.02 4.31
H 2.70 1.47 5.07
H -0.76 -0.89 4.09
H -1.77 4.84 4.26
H 2.48 0.63 1.36
H -9.63 0.75 -2.09
H -3.05 -0.12 2.60
H -4.01 3.45 3.35
H 2.08 3.40 3.88
H -0.35 -2.75 1.53
H 3.95 4.39 2.70
H 4.11 1.03 3.88
H -3.17 4.46 5.39
H -6.33 1.95 -1.51
H -0.24 1.46 2.29
H 0.80 -2.41 2.95
H 3.01 4.64 -0.36
H 8.39 -5.17 3.80
H 5.74 -0.06 1.21
H 1.26 -1.54 0.37
H -1.86 -2.11 3.29
H -2.73 2.52 1.48
H -5.82 -0.75 -5.03
H 0.33 -0.03 0.87
H 4.67 0.46 -6.12
H 0.13 0.56 -1.08
H 2.72 -3.51 -6.74
H -2.03 -1.17 -4.62
H -4.79 3.90 -7.17
H -2.21 -4.57 5.31
H -2.05 5.09 -2.00
H -1.86 -0.12 1.20
H -1.59 -8.04 5.79
H 1.78 2.40 2.38
H -1.41 3.46 2.32
H 1.90 2.67 -5.79
H 4.07 1.90 0.62
H 1.06 0.21 3.86
H 2.50 1.59 -0.84
H -2.40 0.90 -1.25
H -0.05 -1.30 -6.41
H 4.81 2.80 2.87
H 1.76 3.84 0.74
H 7.35 -1.96 4.93
H 3.16 -1.02 1.76
H -9.11 -1.95 -5.61
H 6.79 -3.27 0.09
H 4.84 3.55 0.47
H 2.47 -6.22 6.17
H -3.10 2.03 -3.48
H 0.51 5.08 -1.77
H -1.10 1.24 3.93
H 2.57 -0.90 4.08
H 1.85 -2.75 5.68
H -1.65 3.38 5.45
```

Properties
HOMO in eV: -3.061
Kohn-Sham gap in eV: 2.800
Max |F| in eV/Å: 5.4
Total charge: -1

2.
Entry from OMol25: a structure of composition C51H57HoN3O2P3 (wB97M-V/def2-TZVPD).

The geometry in XYZ format:
```
117
C51H57HoN3O2P3 | OMol25 | wB97M-V/def2-TZVPD
Ho 0.93 -0.33 -0.30
P 3.50 1.04 -0.81
P 0.39 2.40 -0.99
P -0.52 -2.23 -1.74
O -0.13 -0.27 1.78
O 1.29 -1.94 1.23
N -1.77 -0.67 3.97
N 1.70 4.76 -1.27
N 4.24 3.60 -0.58
C -1.15 -1.91 4.06
C -4.93 -0.14 2.00
C -3.32 -3.57 0.90
C 1.83 -3.80 -1.08
C 0.13 -2.52 -4.47
C 0.51 -6.20 -1.81
C -0.53 3.30 0.49
C -1.67 2.40 1.00
C 0.93 -3.17 3.77
C 0.11 -2.14 3.33
C -2.14 -3.06 0.30
C -0.70 -3.95 5.39
C -6.30 1.04 5.32
C 2.76 6.97 -1.18
C 0.58 -4.06 4.79
C -0.77 -1.99 -3.51
C -3.60 -0.51 2.31
C 5.26 5.80 -0.74
C 4.31 -0.83 -2.70
C -0.23 -2.48 -5.80
C -1.15 4.63 0.02
C -3.20 -3.30 -1.89
C 4.19 0.71 -2.59
C 5.17 7.15 -1.00
C -0.11 -4.95 -1.98
C -0.45 2.93 -2.53
C 0.50 3.49 1.62
C -3.15 -0.52 3.64
C -4.35 -3.80 -1.31
C 4.97 0.94 0.30
C 0.52 -3.74 -1.60
C 3.13 1.31 -3.53
C -1.95 -1.38 -3.93
C -1.48 -2.05 -6.21
C 1.87 3.45 -1.08
C 0.43 -1.42 2.04
C 3.92 7.75 -1.26
C -2.36 -1.47 -5.28
C 2.45 -5.02 -0.97
C 1.82 -6.23 -1.32
C -2.11 -2.86 -1.06
C 4.11 4.93 -0.78
C -4.05 -0.10 4.64
C -5.32 0.47 4.31
C -4.39 -3.96 0.12
C -5.71 0.41 2.98
C -1.58 -2.95 4.96
C 5.55 1.39 -2.80
C 2.82 5.55 -1.04
C 3.14 2.85 -0.87
C -3.68 -0.23 6.11
H 6.20 5.32 -0.48
H -2.05 4.45 -0.58
H -1.11 -0.01 3.53
H 5.49 1.86 0.24
H 4.61 0.73 1.34
H 1.94 -3.26 3.26
H -2.61 -0.82 -3.21
H 2.19 0.78 -3.43
H 0.86 2.51 1.96
H -3.30 -1.08 -5.59
H 5.06 -1.18 -2.01
H -5.26 -4.43 0.56
H 2.94 2.37 -3.36
H -0.01 -7.11 -2.14
H -2.10 2.75 1.94
H -6.64 0.96 2.69
H 3.84 8.80 -1.50
H -1.44 2.47 -2.60
H -0.51 5.20 -0.66
H 3.31 -1.32 -2.60
H 2.38 -7.16 -1.21
H -0.48 3.99 -2.51
H -5.27 -0.15 0.93
H -5.19 -4.03 -1.90
H -1.39 5.26 0.87
H 5.70 1.55 -3.88
H -2.45 2.31 0.25
H 0.09 2.64 -3.42
H 5.66 0.15 0.02
H -1.27 1.40 1.15
H -0.02 4.06 2.42
H -5.83 1.72 6.05
H -1.05 -4.71 6.11
H -3.11 -3.24 -2.94
H 6.05 7.78 -0.93
H -3.38 -3.54 2.01
H -1.21 -2.81 0.85
H 6.38 0.73 -2.50
H -1.79 -2.11 -7.27
H -7.06 1.57 4.74
H 0.48 -2.86 -6.55
H -6.73 0.22 5.85
H 5.69 2.26 -2.20
H -1.13 -4.96 -2.42
H 1.76 7.42 -1.33
H 3.44 -5.06 -0.50
H -2.87 -0.81 1.51
H 2.34 -2.92 -0.69
H 3.48 1.16 -4.54
H -2.68 -0.64 6.18
H 4.63 -1.09 -3.70
H 1.25 -4.85 5.08
H -3.64 0.81 6.59
H -4.39 -0.88 6.67
H 1.38 4.04 1.27
H 1.12 -2.91 -4.19
H -2.59 -2.84 5.42
```

Properties
<S²>: 6.004
HOMO (alpha / beta) in eV: -12.187 / -12.187
Kohn-Sham gap (alpha / beta) in eV: 6.196 / 6.265
Max |F| in eV/Å: 2.8
Total charge: +2
Multiplicity: 5